The following is a quantum chemistry calculation of a molecular structure, BrHO3PS, from the OMol25 dataset.

F_max ... 3.13 eV Å⁻¹
Calculated total energy ... -96325.3633 eV
Lowest unoccupied orbital energy ... 3.212 eV
Net charge ... -1
Relative energy (zero: lowest compared OMol25 entry of this formula, charge and spin) ... 242.6 kJ/mol
Frontier orbital gap ... 8.0 eV

Element x y z (Å)
O -1.7854 1.1543 -1.4592
O -1.4428 2.6989 0.3976
O -3.4555 1.3138 0.3339
P -1.0809 -0.0802 1.0410
S -2.0726 1.5108 -0.0884
Br -2.3950 -1.3968 -0.1149
H 0.6900 -0.8295 0.5253